Entry 1:
Entry from the Open Molecules 2025 dataset: a cluster of 2 separate species, C4H11N5 in total in a non-equilibrium geometry (the ωB97M-V functional and the def2-TZVPD basis).

gap between HOMO and LUMO	4.07	eV
energy relative to the best compared isomer or geometry (same formula, charge and spin)	61.7	kcal/mol

Geometry as ORCA input:
```
! RIJCOSX wB97M-V def2-TZVPD def2/J DEFGRID3
* xyz 2 1
C 1.8943 -1.3395 1.0791
C 1.1237 -0.3183 0.4043
C -0.2280 -0.3201 -0.0836
C -1.1183 0.8428 -0.4074
N -0.9425 -1.4613 0.0025
N 1.8990 0.9058 0.4919
N -3.3431 3.8608 -1.8140
N 1.4753 -2.5398 1.3704
N -2.7011 2.9726 -1.6314
H 2.9774 -1.1839 1.2001
H -0.5948 1.7594 -0.9067
H -1.8774 0.5404 -1.1319
H -1.7312 1.3240 0.3951
H -1.8504 -1.2986 -0.2219
H 2.8751 0.6162 0.6777
H 1.7449 1.5538 -0.3027
H -0.4297 -2.3222 0.0005
H -3.8535 4.7707 -1.9312
H 2.1121 -3.3102 1.6553
H 0.5380 -2.8319 1.5916
*
```

=====

Entry 2:
Entry from the Open Molecules 2025 dataset: a structure of composition C41H42BaN5O3S in a non-equilibrium geometry (the ωB97M-V functional and the def2-TZVPD basis).

gap between HOMO and LUMO	5.30	eV
energy relative to the best compared isomer or geometry (same formula, charge and spin)	22.4	kcal/mol

Geometry as ORCA input:
```
! RIJCOSX wB97M-V def2-TZVPD def2/J DEFGRID3
* xyz -1 1
Ba 13.4565 12.4072 15.2349
O 12.0779 10.2821 14.2789
C 11.9717 9.0132 14.2981
C 11.7506 8.3255 13.0463
C 11.4034 7.0156 12.9792
C 11.1340 6.2844 14.1523
C 11.5142 6.8309 15.3829
C 11.9976 8.1662 15.5012
C 12.4065 8.6917 16.7979
N 13.1262 9.7288 17.0199
C 13.4824 10.1151 18.4054
C 12.9740 11.5313 18.7005
N 13.7848 12.6083 18.0997
C 13.9245 13.6901 18.8096
C 14.2027 15.0412 18.3692
C 14.8291 15.7448 19.4588
C 15.0913 17.0767 19.3736
C 14.6642 17.7428 18.2301
C 14.2176 17.0949 17.0971
C 13.9514 15.6839 17.0718
O 13.5937 15.1934 15.9148
H 11.7681 8.9760 12.1696
H 11.3124 6.5161 12.0295
H 10.5985 5.3569 14.0916
H 11.5051 6.2677 16.2881
H 12.0466 8.0588 17.6555
H 14.5848 10.0415 18.5336
H 13.0277 9.4434 19.1937
H 12.9947 11.6285 19.8487
H 11.9236 11.5778 18.3784
H 13.8687 13.6015 19.9370
H 15.1164 15.1144 20.3000
H 15.5747 17.5726 20.2245
H 14.5409 18.8491 18.3163
H 14.1196 17.5499 16.0754
C 7.0095 11.8696 15.2035
N 8.1912 12.6203 14.8922
C 9.1831 12.9603 15.7675
N 8.9955 12.5529 17.0461
S 10.5737 13.7080 15.1431
H 6.2295 12.0564 14.4331
H 6.6795 12.0644 16.1646
H 7.2594 10.8233 15.0813
H 8.5532 12.6254 13.9499
H 8.4291 11.7670 17.2336
H 9.5942 12.7808 17.8352
N 13.8357 12.5100 12.3805
C 14.3218 12.4132 11.2151
C 15.5967 11.6022 11.0219
C 16.4734 11.7350 9.9197
C 17.5474 10.9439 9.7778
C 17.8246 9.9279 10.7226
C 16.8992 9.6849 11.7669
C 15.8414 10.5898 11.9590
C 13.5040 12.8687 9.9967
C 12.3719 13.6180 10.3651
C 11.2478 13.6459 9.5807
C 11.2303 12.9550 8.3604
C 12.4076 12.4137 7.9011
C 13.5565 12.2870 8.7336
H 16.2300 12.5076 9.1703
H 18.2485 11.0948 8.9335
H 18.7422 9.2446 10.6270
H 17.0454 8.8392 12.4455
H 15.1870 10.4443 12.8353
H 12.3225 14.0644 11.3531
H 10.3516 14.1288 9.9705
H 10.3266 12.9961 7.7387
H 12.4472 11.9325 6.9140
H 14.4112 11.7290 8.3314
C 22.2025 14.4450 13.7128
C 20.7461 14.3615 14.1249
C 20.2287 13.1615 14.5881
C 18.8553 12.9073 14.7572
C 18.3812 11.5225 15.0790
C 17.9675 13.9813 14.6245
C 16.5481 13.8599 14.9098
O 15.9862 12.7877 15.0435
C 18.4775 15.2389 14.1128
C 17.6581 16.4913 13.9321
C 19.8429 15.3759 13.8793
H 22.8556 13.7476 14.2320
H 22.5906 15.4687 13.8947
H 22.3679 14.2626 12.6200
H 20.9331 12.3114 14.6168
H 19.3082 10.8887 15.0744
H 17.7119 11.1215 14.2957
H 17.8982 11.4949 16.0480
H 15.9710 14.8510 14.9984
H 17.5243 17.0726 14.8864
H 16.6671 16.2315 13.4949
H 18.2137 17.1575 13.2466
H 20.1599 16.3332 13.4286
*
```

=====

Entry 3:
Entry from the Open Molecules 2025 dataset: the molecule C4H6N2O in a non-equilibrium geometry (the ωB97M-V functional and the def2-TZVPD basis).

SMILES	COc1cnc[nH]1
gap between HOMO and LUMO	8.77	eV
energy relative to the best compared isomer or geometry (same formula, charge and spin)	59.2	kcal/mol

Geometry as ORCA input:
```
! RIJCOSX wB97M-V def2-TZVPD def2/J DEFGRID3
* xyz 0 1
C -2.1502 -0.0442 -0.3609
O -0.9360 -0.7135 -0.1910
C 0.0956 -0.0798 0.4282
C 0.5813 1.0901 -0.0828
N 1.9251 0.9788 -0.3080
C 2.2532 -0.2061 0.1452
N 1.1973 -0.8847 0.6687
H -2.0946 1.0516 -0.3771
H -2.7699 -0.3808 0.4636
H -2.5556 -0.3856 -1.3171
H -0.0171 1.9317 -0.4009
H 3.2032 -0.7006 0.0151
H 1.2679 -1.6569 1.3170
*
```

=====

Entry 4:
Entry from the Open Molecules 2025 dataset: a cluster of 3 separate species, C4H13NO4 in total in a non-equilibrium geometry (the ωB97M-V functional and the def2-TZVPD basis).

SMILES	C[C@@H](N)CC(=O)O.O.O
gap between HOMO and LUMO	9.61	eV
energy relative to the best compared isomer or geometry (same formula, charge and spin)	11.5	kcal/mol

Geometry as ORCA input:
```
! RIJCOSX wB97M-V def2-TZVPD def2/J DEFGRID3
* xyz 0 1
C 1.7554 2.1695 0.3636
C 0.6457 1.0847 0.2687
N -0.5773 1.7514 0.6086
C 0.8183 0.4076 -1.1115
C -0.1283 -0.7411 -1.2938
O -1.1850 -0.8747 -0.7287
O 0.2978 -1.5575 -2.2730
H 1.5225 2.9649 -0.3501
H 1.8162 2.5661 1.3747
H 2.7588 1.8093 0.1207
H 1.0191 0.4136 1.0432
H -0.8229 2.5037 -0.0201
H -1.3384 1.0786 0.6391
H 1.8559 0.0824 -1.1636
H 0.7151 1.1833 -1.8735
H -0.3812 -2.2158 -2.4855
O -2.4592 -0.7300 1.6864
H -3.3452 -0.5157 1.3753
H -2.3133 -1.6146 1.3406
O 0.0499 -3.4417 0.6688
H -0.4889 -2.7809 0.2262
H -0.2148 -3.5432 1.5839
*
```

=====

Entry 5:
Entry from the Open Molecules 2025 dataset: a cluster of 16 separate species, CH30O18 in total in a non-equilibrium geometry (the ωB97M-V functional and the def2-TZVPD basis).

gap between HOMO and LUMO	9.13	eV
energy relative to the best compared isomer or geometry (same formula, charge and spin)	17.0	kcal/mol

Geometry as ORCA input:
```
! RIJCOSX wB97M-V def2-TZVPD def2/J DEFGRID3
* xyz -2 1
C -0.1958 0.1296 0.1150
O 0.9862 0.3116 -0.5910
O -1.0938 1.0146 0.0000
O -0.4188 -1.0144 0.6600
O -2.9868 0.6596 -2.3430
H -2.8048 -0.1844 -2.7070
H -2.4708 0.7346 -1.5410
O -2.0148 -2.0154 -1.3720
H -1.7378 -2.8854 -1.6530
H -1.4428 -1.7474 -0.6200
O 2.2972 -0.9824 1.3810
H 1.6952 -0.7934 0.6080
H 1.7932 -1.2314 2.1180
O -0.1288 0.6266 -2.8340
H 0.1592 0.2486 -1.9490
H -0.9118 1.1226 -2.5470
O 0.8142 -3.1614 0.3230
H 0.4892 -2.2714 0.2700
H 0.7942 -3.4164 -0.6150
O 4.3202 1.3646 -1.2870
H 3.4022 1.5096 -1.5520
H 4.3512 0.5796 -0.7720
O -0.0068 -0.3134 3.0960
H -0.6538 -0.6354 3.6970
H -0.2528 -0.4594 2.1620
O -1.9708 -2.4904 2.4460
H -1.9328 -2.1454 3.3340
H -1.5408 -1.8914 1.8780
O 2.6822 -0.6674 -2.1730
H 1.9382 -1.0774 -2.6610
H 2.1912 -0.1834 -1.4800
O -1.1978 2.9376 2.2080
H -1.6968 2.2026 1.8400
H -0.3918 2.7616 1.7930
O -1.2298 2.9166 -1.6920
H -1.0668 2.2126 -1.0690
H -2.0408 3.2476 -1.3650
O -3.3338 0.1406 0.9130
H -2.4608 0.3716 0.5880
H -3.3138 0.1986 1.8860
O 0.9752 -3.3474 2.9200
H 0.8572 -3.3624 1.9440
H 0.2872 -2.7034 3.2060
O 1.3012 2.5446 0.5900
H 1.1152 1.6976 0.1600
H 1.8392 2.3956 1.3360
O 2.0162 2.2946 -2.8170
H 1.3472 1.6486 -2.7660
H 1.6442 3.1096 -3.0680
*
```

=====

Entry 6:
Entry from the Open Molecules 2025 dataset: a structure of composition C46H45CaN9OSi2 in a non-equilibrium geometry (the ωB97M-V functional and the def2-TZVPD basis).

gap between HOMO and LUMO	4.77	eV
energy relative to the best compared isomer or geometry (same formula, charge and spin)	33.3	kcal/mol

Geometry as ORCA input:
```
! RIJCOSX wB97M-V def2-TZVPD def2/J DEFGRID3
* xyz 0 1
Ca 15.5877 22.1499 9.7582
C 16.3729 25.0298 10.7888
N 15.6774 24.6255 9.5858
C 14.4170 25.2730 9.3033
C 13.2588 24.2804 9.1714
N 13.3280 22.9590 9.2327
C 11.9806 22.5183 9.0379
C 11.4795 21.1977 8.8607
C 10.1274 21.1238 8.4095
C 9.3143 22.2195 8.3421
C 9.7438 23.5011 8.5705
C 11.1309 23.6212 8.8428
N 11.9958 24.7429 9.0455
C 15.7333 24.3922 11.9750
N 14.5052 23.8691 12.0723
C 14.4806 23.3302 13.3733
C 13.5426 22.6684 14.1183
C 13.7627 22.1597 15.3954
C 15.0138 22.3654 15.9782
C 16.0242 23.0388 15.2529
C 15.7547 23.5386 14.0058
N 16.4743 24.2180 13.0975
H 16.3778 26.1192 10.9935
H 17.4780 24.6944 10.7213
H 16.4363 24.6848 8.7774
H 14.5154 25.7762 8.3593
H 14.2061 26.0412 10.0884
H 12.1817 20.4051 8.7471
H 9.7313 20.1095 8.0029
H 8.3754 22.0782 7.8277
H 9.1087 24.3317 8.4304
H 11.7095 25.7338 8.9587
H 12.5132 22.5346 13.7326
H 13.0317 21.6080 15.9415
H 15.2924 22.0249 16.9569
H 16.9855 23.2016 15.6921
H 17.4644 24.2552 13.1678
C 19.3811 23.2327 11.9302
Si 18.3370 21.8370 11.0661
C 18.5210 20.6129 12.5221
C 19.3075 20.9470 9.5842
C 20.2112 19.9544 9.7760
C 20.8688 19.3907 8.6756
C 20.5383 19.7721 7.4218
C 19.5524 20.7163 7.1939
C 19.0140 21.4262 8.2718
Si 17.5918 22.7230 7.7342
C 17.4530 22.6929 5.7818
C 18.5944 24.4448 7.8566
H 20.4257 23.1370 11.7458
H 19.2410 23.3694 13.0486
H 19.1360 24.1832 11.5131
H 19.6405 20.5052 12.6150
H 18.1647 19.5905 12.5188
H 18.2379 21.1244 13.4243
H 20.3709 19.5325 10.7567
H 21.7153 18.6974 8.8182
H 21.0056 19.2913 6.5496
H 19.3071 20.9642 6.1532
H 18.4693 22.8611 5.3786
H 16.7083 23.4288 5.4777
H 17.0994 21.7167 5.4900
H 18.1541 25.2987 7.2018
H 19.5782 24.2743 7.4750
H 18.7724 24.8661 8.8499
C 5.1817 12.9517 10.2481
O 6.2096 12.9316 9.2796
C 7.2102 13.8425 9.5121
C 7.4843 14.5431 10.6878
C 8.6303 15.2682 10.7613
C 9.5755 15.3391 9.7480
C 9.2727 14.6394 8.5968
C 8.0816 13.9114 8.4724
C 10.7550 16.2615 9.7523
N 11.2632 16.6962 8.6363
C 12.2562 17.5549 9.0678
C 12.2626 17.6176 10.4327
N 11.2943 16.7997 10.8743
C 13.2596 18.3208 11.1730
C 13.2946 18.2728 12.5293
C 14.2681 19.0348 13.1986
C 15.0215 19.9203 12.3873
N 14.9429 19.9696 11.0399
C 14.1164 19.1486 10.4478
C 13.9958 19.2330 9.0109
N 14.8103 20.1418 8.3914
C 14.7809 20.2036 7.0722
C 13.8985 19.4097 6.2941
C 13.1163 18.4459 6.8972
C 13.1874 18.3523 8.3084
H 4.4259 12.2676 9.8679
H 4.6445 13.9022 10.3888
H 5.5297 12.6007 11.1286
H 6.8012 14.4656 11.4995
H 8.7012 15.8670 11.6858
H 9.9895 14.7297 7.8104
H 7.8946 13.3695 7.6074
H 11.2066 16.5025 11.7997
H 12.6641 17.5426 12.9534
H 14.4064 18.9963 14.2854
H 15.6782 20.6394 12.8153
H 15.3378 21.0074 6.6350
H 13.8466 19.5896 5.2219
H 12.3386 17.8254 6.4993
*
```

=====

Entry 7:
Entry from the Open Molecules 2025 dataset: a cluster of 7 separate species, C15H26N9O12 in total (the ωB97M-V functional and the def2-TZVPD basis).

gap between HOMO and LUMO	8.04	eV

Geometry as ORCA input:
```
! RIJCOSX wB97M-V def2-TZVPD def2/J DEFGRID3
* xyz 1 1
C -0.0898 -1.2693 -3.6213
C -0.2869 -2.6314 -3.5020
C -0.2967 -3.1803 -2.2252
C -0.0983 -2.3267 -1.1596
C -0.1256 -2.8733 0.2274
C -1.2725 -2.9191 1.0205
C -1.1678 -3.4726 2.2592
C 0.0882 -3.9623 2.6710
N 1.1672 -3.8887 1.9360
N 1.0039 -3.3431 0.7393
N 0.1245 -1.0128 -1.2381
C 0.1170 -0.5082 -2.4762
H -0.0807 -0.7807 -4.5882
H -0.4409 -3.2448 -4.3807
H -0.4488 -4.2413 -2.0643
H -2.2100 -2.5386 0.6379
H -2.0131 -3.5542 2.9299
H 0.2037 -4.4225 3.6466
H 1.8485 -3.3094 0.1763
H 0.3001 0.5582 -2.5756
C -1.5822 1.9856 -0.2341
N -2.4590 2.6097 -1.2600
O -3.4501 3.1924 -0.8906
O -2.1117 2.4769 -2.4191
H -2.0148 2.1714 0.7419
H -1.5342 0.9248 -0.4595
H -0.5969 2.4359 -0.3263
C 0.4325 3.7394 -4.3655
N 0.4748 2.7053 -5.4303
O 0.0624 2.9861 -6.5286
O 0.9309 1.6120 -5.1226
H 0.0026 4.6382 -4.7928
H -0.1814 3.3415 -3.5680
H 1.4459 3.9113 -4.0276
C -0.7108 7.4337 -2.6736
N 0.1860 7.2127 -3.8424
O 1.3134 6.8140 -3.6279
O -0.2778 7.4410 -4.9380
H -0.1601 7.1873 -1.7737
H -1.0086 8.4774 -2.6887
H -1.5770 6.7917 -2.8070
C 4.3075 2.4148 -1.8866
N 3.2288 3.3810 -1.5389
O 2.1278 3.2031 -2.0318
O 3.5176 4.2865 -0.7940
H 3.8945 1.6746 -2.5614
H 5.1067 2.9809 -2.3550
H 4.6525 1.9708 -0.9579
C 2.0901 -2.4989 6.0612
N 0.8369 -3.0227 6.6717
O 0.1437 -3.7879 6.0151
O 0.5813 -2.6599 7.7913
H 2.1885 -2.9127 5.0648
H 2.0090 -1.4164 6.0431
H 2.9109 -2.8061 6.7020
C -2.7363 -5.2909 6.3526
N -3.3635 -5.5866 5.0368
O -3.1059 -4.8439 4.0963
O -4.0893 -6.5434 4.9646
H -2.1120 -4.4138 6.2550
H -3.5426 -5.1327 7.0626
H -2.1519 -6.1630 6.6301
*
```

=====

Entry 8:
Entry from the Open Molecules 2025 dataset: a cluster of 8 separate species, H14IO7 in total (the ωB97M-V functional and the def2-TZVPD basis).

gap between HOMO and LUMO	6.70	eV
energy relative to the best compared isomer or geometry (same formula, charge and spin)	34.8	kcal/mol

Geometry as ORCA input:
```
! RIJCOSX wB97M-V def2-TZVPD def2/J DEFGRID3
* xyz -1 1
I -11.2131 -15.3423 -6.3506
O -8.6169 -11.8211 -10.3063
H -9.2966 -11.1688 -10.4759
H -8.9854 -12.3791 -9.6213
O -14.6027 -12.8394 -10.0857
H -13.9568 -13.1443 -10.7229
H -14.5168 -13.4442 -9.3487
O -10.4070 -20.4871 -3.8625
H -10.3312 -19.5898 -4.1871
H -11.3058 -20.5503 -3.5394
O -7.0484 -11.8948 -4.5626
H -7.7383 -12.5537 -4.4845
H -7.5079 -11.0575 -4.4989
O -7.5047 -18.8813 -8.8228
H -7.8859 -18.3155 -8.1514
H -8.1633 -18.9073 -9.5169
O -16.4934 -17.7743 -5.1760
H -15.7665 -17.1773 -5.3536
H -17.2751 -17.2253 -5.2365
O -12.5992 -9.8182 -6.7027
H -12.2139 -9.6652 -7.5655
H -12.6698 -10.7705 -6.6369
*
```

=====

Repeat the seventh record exactly.
Entry from the Open Molecules 2025 dataset: a cluster of 7 separate species, C15H26N9O12 in total (the ωB97M-V functional and the def2-TZVPD basis).

gap between HOMO and LUMO	8.04	eV

Geometry as ORCA input:
```
! RIJCOSX wB97M-V def2-TZVPD def2/J DEFGRID3
* xyz 1 1
C -0.0898 -1.2693 -3.6213
C -0.2869 -2.6314 -3.5020
C -0.2967 -3.1803 -2.2252
C -0.0983 -2.3267 -1.1596
C -0.1256 -2.8733 0.2274
C -1.2725 -2.9191 1.0205
C -1.1678 -3.4726 2.2592
C 0.0882 -3.9623 2.6710
N 1.1672 -3.8887 1.9360
N 1.0039 -3.3431 0.7393
N 0.1245 -1.0128 -1.2381
C 0.1170 -0.5082 -2.4762
H -0.0807 -0.7807 -4.5882
H -0.4409 -3.2448 -4.3807
H -0.4488 -4.2413 -2.0643
H -2.2100 -2.5386 0.6379
H -2.0131 -3.5542 2.9299
H 0.2037 -4.4225 3.6466
H 1.8485 -3.3094 0.1763
H 0.3001 0.5582 -2.5756
C -1.5822 1.9856 -0.2341
N -2.4590 2.6097 -1.2600
O -3.4501 3.1924 -0.8906
O -2.1117 2.4769 -2.4191
H -2.0148 2.1714 0.7419
H -1.5342 0.9248 -0.4595
H -0.5969 2.4359 -0.3263
C 0.4325 3.7394 -4.3655
N 0.4748 2.7053 -5.4303
O 0.0624 2.9861 -6.5286
O 0.9309 1.6120 -5.1226
H 0.0026 4.6382 -4.7928
H -0.1814 3.3415 -3.5680
H 1.4459 3.9113 -4.0276
C -0.7108 7.4337 -2.6736
N 0.1860 7.2127 -3.8424
O 1.3134 6.8140 -3.6279
O -0.2778 7.4410 -4.9380
H -0.1601 7.1873 -1.7737
H -1.0086 8.4774 -2.6887
H -1.5770 6.7917 -2.8070
C 4.3075 2.4148 -1.8866
N 3.2288 3.3810 -1.5389
O 2.1278 3.2031 -2.0318
O 3.5176 4.2865 -0.7940
H 3.8945 1.6746 -2.5614
H 5.1067 2.9809 -2.3550
H 4.6525 1.9708 -0.9579
C 2.0901 -2.4989 6.0612
N 0.8369 -3.0227 6.6717
O 0.1437 -3.7879 6.0151
O 0.5813 -2.6599 7.7913
H 2.1885 -2.9127 5.0648
H 2.0090 -1.4164 6.0431
H 2.9109 -2.8061 6.7020
C -2.7363 -5.2909 6.3526
N -3.3635 -5.5866 5.0368
O -3.1059 -4.8439 4.0963
O -4.0893 -6.5434 4.9646
H -2.1120 -4.4138 6.2550
H -3.5426 -5.1327 7.0626
H -2.1519 -6.1630 6.6301
*
```

=====

What is the gap between HOMO and LUMO in the sixth record?
4.77 eV

=====

Number 4 is which compound?
C4H13NO4